No. 1
# C25H39N3O6P2SSe4Sn

A structure of composition C25H39N3O6P2SSe4Sn at a distorted geometry (wB97M-V/def2-TZVPD, OMol25).

## Properties
- E_HOMO (alpha / beta) (eV) = -12.12 / -12.12
- net charge = +2
- multiplicity = 1
- Kohn-Sham gap (alpha / beta) (Eh) = 0.1422 / 0.1421

The geometry in XYZ format:
```
81
Properties=species:S:1:pos:R:3:mulliken_charge:R:1
N 1.23 -3.00 -3.23 -0.11
N 0.62 -3.00 -0.97 -0.34
H -1.23 4.19 -1.63 0.35
H 2.98 4.18 3.51 0.47
H -0.79 -3.89 -4.61 0.45
C -3.76 -3.72 -3.04 -0.96
C 0.34 -3.08 -2.21 0.79
H 3.74 2.09 -2.17 0.46
S 2.19 -2.79 -0.35 -0.11
H -3.38 2.67 4.15 0.31
C 5.33 -2.18 -2.80 -0.80
H 0.67 3.32 3.53 0.30
C -2.09 0.64 5.62 -1.56
H 3.18 0.86 1.35 0.08
H -2.50 3.26 -0.81 0.20
H 2.52 1.44 5.06 0.30
C -2.05 3.49 -1.78 -1.28
H -1.82 1.79 0.89 0.04
C 2.73 3.26 2.97 -1.43
O -0.37 1.70 -1.79 -0.33
H -2.24 0.25 -3.04 0.22
C -3.27 -3.32 -1.81 0.04
Se -3.78 -4.35 1.96 -0.06
H -3.95 -3.16 -0.98 0.27
C 4.77 -2.32 -4.05 -0.68
H 2.07 1.82 -2.70 0.29
C 3.41 -2.59 -4.18 -0.65
C 1.72 2.19 5.01 -1.32
C -3.54 1.64 3.81 -1.33
Sn -1.17 -2.24 0.71 0.44
H 2.56 3.52 1.92 0.28
H -1.20 0.03 5.81 0.38
H 2.03 3.05 5.62 0.44
H 3.14 0.43 -2.36 0.10
C 3.53 0.93 0.31 -0.77
H -2.95 0.16 6.08 0.45
H -3.19 -4.24 -5.04 0.46
O -1.15 1.47 3.57 -0.39
H -4.82 -3.87 -3.18 0.46
N -1.98 -3.11 -1.56 0.31
Se -5.57 -3.33 2.57 0.22
C -1.51 -3.70 -3.82 -0.51
C 1.51 2.63 3.59 0.75
H 4.96 -2.23 -0.68 0.50
H 0.89 -3.04 -4.17 0.10
H 4.38 1.61 0.27 0.52
O 1.30 0.50 -0.42 0.39
H 2.97 -2.71 -5.17 0.42
O 1.20 1.44 2.76 0.01
H 2.11 2.43 -0.29 0.28
H -1.18 2.50 -3.45 0.32
P -0.23 0.91 2.44 0.41
C 4.52 -2.32 -1.67 -0.74
C -1.10 -3.30 -2.56 0.14
H -0.33 2.76 0.86 0.70
Se -5.52 -1.20 1.80 0.00
H -4.42 1.25 4.33 0.41
O -0.27 -0.56 2.20 -0.87
H -3.75 1.65 2.74 0.23
H 3.59 2.59 3.03 0.31
H 3.85 -0.06 -0.02 -0.19
C -1.57 2.23 -2.48 0.44
P -0.21 0.80 -0.53 -0.73
O -0.98 -0.50 -0.60 1.05
H -2.41 -0.18 3.68 0.09
C -2.33 0.80 4.14 1.01
C -2.65 1.18 -2.64 -1.01
C -0.73 1.74 0.91 -0.23
C 2.86 1.44 -2.05 -1.28
H 6.38 -1.97 -2.69 0.44
H -2.81 3.97 -2.39 0.47
C -2.86 -3.91 -4.06 -0.67
H -3.40 1.57 -3.33 0.55
H -3.14 0.96 -1.69 0.04
C 3.18 -2.59 -1.81 0.60
C 2.44 1.43 -0.60 0.73
H 0.81 1.77 5.44 0.22
H 5.38 -2.22 -4.94 0.42
C 2.62 -2.73 -3.07 0.38
Se -3.59 -0.75 0.70 0.00
H -1.96 1.62 6.09 0.32
```

---

No. 2
# C25H39N3PSb2Sc

A structure of composition C25H39N3PSb2Sc at a distorted geometry (wB97M-V/def2-TZVPD, OMol25).

## Properties
- E_HOMO (eV) = -13.40
- net charge = +2
- multiplicity = 1
- Kohn-Sham gap (Eh) = 0.2355

The geometry in XYZ format:
```
71
Properties=species:S:1:pos:R:3:mulliken_charge:R:1
Sc -0.82 0.53 -0.70 -0.39
N 0.59 -4.57 -1.66 0.18
H 2.33 -0.91 1.61 0.40
H 3.64 2.48 -0.92 0.43
C -0.70 -5.12 -2.02 -0.94
N 0.62 -3.34 -3.73 0.20
H -0.03 -3.77 0.15 0.41
H 2.12 6.01 -2.88 0.42
C 1.41 5.23 -2.65 -0.52
C -0.69 -3.90 -4.06 -0.93
H 2.63 0.51 4.19 0.42
H 0.84 3.19 2.55 0.71
H -2.49 -2.41 -2.82 0.48
H 1.72 -1.03 5.86 0.45
H 3.86 2.90 0.78 0.48
C 2.87 -0.15 1.04 -1.35
C 0.24 5.52 -1.96 -0.60
H 0.90 1.92 -3.22 0.43
C -4.30 0.09 2.69 -1.20
C 0.73 1.28 3.56 0.97
C 0.54 -2.03 -3.17 -0.99
H -1.24 -3.19 -4.68 0.39
C -1.54 -0.90 1.55 -1.63
C 1.34 -4.27 -2.87 -0.98
C -0.31 -0.48 5.48 -0.89
H -1.28 -5.34 -1.11 0.39
H 1.49 -5.20 -3.42 0.29
H -2.21 0.32 4.91 0.49
C -1.15 0.32 4.73 -0.31
C 1.05 -0.42 5.27 -0.76
C 1.37 2.24 2.61 -1.65
C 0.73 2.94 -2.85 -0.01
C 1.56 0.45 4.32 -0.70
H -1.60 4.77 -1.18 0.42
H 0.05 6.53 -1.64 0.43
H 2.75 3.84 -0.23 0.39
H 0.03 -1.36 -3.88 0.50
H -0.73 -1.12 6.24 0.46
H -4.90 0.88 3.13 0.44
C -1.51 2.18 -2.04 -1.58
H -2.49 -3.33 -1.30 0.46
C -0.47 3.22 -2.17 1.01
H -3.84 -0.50 3.49 0.35
H -1.67 1.71 -3.04 0.45
C 1.66 3.93 -3.08 -0.77
H -1.95 -1.64 0.83 0.55
H 1.52 -3.14 -0.48 0.47
H -2.44 2.36 3.74 0.64
Sb -2.76 0.97 1.47 0.58
H 2.39 2.44 2.94 0.62
H 3.69 0.22 1.64 0.41
H -1.66 -1.33 2.54 0.47
C -1.88 -3.03 -2.16 -1.10
N -1.45 -4.20 -2.86 0.18
C 3.15 2.85 -0.03 -1.29
C -0.68 4.53 -1.71 -0.63
H 3.28 -0.59 0.13 0.45
H -0.53 -4.82 -4.61 0.29
C -0.65 1.21 3.77 1.00
H 1.55 -1.65 -2.99 0.45
H 2.58 3.70 -3.60 0.47
H -1.23 2.94 2.60 0.39
H -4.95 -0.54 2.10 0.40
C 0.51 -3.47 -0.75 -0.89
P -0.41 -2.00 -1.54 1.71
H 2.31 -3.85 -2.61 0.39
Sb 1.59 1.51 0.56 0.89
H -0.55 -6.05 -2.57 0.31
C -1.65 2.05 3.06 -1.91
H -2.46 2.66 -1.71 0.48
H -0.45 -0.77 1.39 0.42
```

---

What energy relative to the best compared isomer or geometry (same formula, charge and spin) values result from the calculations? In sequence: 8.8 25.6 kcal/mol.
What energy values result from the calculations? In sequence: -339936.768 -74075.857 eV.